No. 1
# C22H38F12N6O20

10 unconnected molecules or ions with the total composition C22H38F12N6O20 at a distorted geometry (wB97M-V/def2-TZVPD, OMol25).

The geometry in ORCA input format:
```
! RIJCOSX wB97M-V def2-TZVPD def2/J DEFGRID3
* xyz 0 1
F -0.0437 0.6922 8.4402
F -2.4050 3.6750 4.7973
F -3.2146 5.3868 5.8220
F 2.9845 -1.7684 -4.4096
F -2.3879 -1.9338 1.4847
F -0.0110 -1.0112 9.7583
F 2.0816 -3.7074 -4.3332
F -4.2630 4.5377 4.1343
F -1.5832 0.0885 1.8021
F 1.8229 -0.3342 8.8625
F -3.6244 -0.3631 2.2419
F 1.0616 -1.9442 -3.4246
O -4.2567 -0.1404 -0.2128
O 3.8390 2.8129 -2.3358
O -1.2483 5.2220 3.1443
O 0.7509 1.8734 0.7334
O 2.1757 3.7482 -3.3297
O 1.0151 -2.4490 7.3831
O -1.8549 -1.6152 -3.6985
O -0.3956 -0.9443 6.5183
O 3.5947 0.4308 3.4420
O -0.2046 -6.1758 -1.0961
O 5.3756 -1.3011 -1.2531
O -2.8165 6.8144 3.3506
O 0.9448 -0.9695 -6.1647
O 0.5501 -3.1317 -6.4086
O 3.3681 -2.0411 -1.2605
O 2.7802 0.6890 5.4343
O -2.1587 -0.0254 -0.9236
O 1.3335 -0.1076 1.3786
O -2.5859 -0.8764 -5.6185
O 1.4107 -4.8370 -0.6622
N 1.0008 0.6981 0.5370
N 3.0112 1.0569 4.3010
N -2.0729 -0.7591 -4.5352
N 0.2530 -5.0662 -0.8860
N 4.5420 -2.1349 -1.5280
N 2.8748 3.5614 -2.3601
C -0.7558 -3.9638 -0.9979
C -0.6268 -1.7397 5.3304
C 1.0171 5.4535 2.3256
C -1.4931 0.5917 -4.2901
C -3.0532 4.8280 4.6226
C 1.7870 -2.3980 -4.4486
C 0.2961 -1.1162 4.2534
C 2.2148 2.2190 3.8328
C 1.0154 -2.0918 -5.7470
C 2.4725 4.2169 -1.0766
C -0.9533 -4.3456 -7.8989
C -0.3074 -2.9936 -7.5419
C 1.1230 0.1704 -0.8635
C -4.8403 -0.1558 -1.5165
C -0.4245 5.9281 2.2276
C 5.0149 -3.3285 -2.2307
C 0.3682 -1.4500 7.4556
C -2.6145 -0.6279 1.4033
C -4.9502 -1.6355 -1.9489
C -2.9631 -0.2229 -0.0580
C 0.5175 -0.4891 8.6502
C -2.3332 5.7614 3.6484
H -2.0351 1.0391 -3.4549
H 0.1962 -0.0322 4.2852
H 1.1837 4.6523 1.6066
H -4.2820 0.4109 -2.2563
H 1.5787 6.2916 1.8985
H -1.5521 -4.3481 -1.6191
H -0.7967 5.9149 1.2013
H 1.2233 2.1094 4.2594
H 0.9005 -0.8873 -0.8228
H -1.0203 -3.6212 0.0009
H -5.8761 0.1721 -1.5230
H 5.3087 -3.1396 -3.2580
H 2.2409 2.3269 2.7562
H 0.4378 0.6833 -1.5351
H 4.2264 -4.0775 -2.2276
H -1.1610 -4.3722 -8.9645
H -5.9653 -2.0332 -1.8661
H -4.2976 -2.2696 -1.3555
H -0.4705 6.9967 2.4593
H 0.0012 -1.4708 3.2680
H -1.7587 1.1989 -5.1481
H -0.4298 0.5748 -4.0793
H 2.6581 3.1166 4.2683
H 1.3865 5.3147 3.3360
H 2.3753 5.2666 -1.3687
H -0.2709 -5.1284 -7.5748
H -0.2836 -3.0747 -1.4152
H -0.5643 -2.8146 5.4592
H -1.0079 -2.2030 -7.2712
H 0.2484 -2.6665 -8.4221
H -1.6374 -1.4676 5.0306
H 2.1348 0.3573 -1.2168
H 5.8354 -3.7060 -1.6245
H 3.2271 4.1771 -0.3018
H -1.8953 -4.4305 -7.3591
H 1.3546 -1.3027 4.4291
H 1.4561 3.9321 -0.8225
H -4.8242 -1.7507 -3.0282
*
```

Results
SMILES string = CCOC(=O)C(F)(F)F.CCOC(=O)C(F)(F)F.CCOC(=O)C(F)(F)F.CCOC(=O)C(F)(F)F.C[N+](=O)[O-].C[N+](=O)[O-].C[N+](=O)[O-].C[N+](=O)[O-].C[N+](=O)[O-].C[N+](=O)[O-]
Highest occupied orbital energy = -10.9 eV
Energy = -105913.993 eV
Orbital gap = 10.6 eV
Maximum force = 0.0440 hartree/bohr
M = 934.54 g/mol


No. 2
# C22H38FI2O13P

5 unconnected molecules or ions with the total composition C22H38FI2O13P (wB97M-V/def2-TZVPD, OMol25).

The geometry in ORCA input format:
```
! RIJCOSX wB97M-V def2-TZVPD def2/J DEFGRID3
* xyz 0 1
I 4.4395 1.8637 -1.6415
I 1.8553 -1.2824 -4.3826
P 1.4437 -0.1143 -1.2608
F 4.2882 -1.9498 0.9626
O 0.0977 -3.0116 2.2788
O 0.6299 -0.3107 0.2830
O -4.7987 1.2052 2.9430
O -1.2066 -2.6709 0.4910
O 0.9403 -6.3265 -2.2932
O -1.5855 -1.5164 2.3460
O 1.8731 -4.7935 -0.9345
O -4.4396 3.3920 2.9183
O 1.4194 -6.8156 -0.1463
O -4.4628 4.4056 -2.9294
O -4.5799 2.2664 0.9759
O -6.3063 3.5284 -3.8019
O -4.9535 4.7811 -5.0949
C 2.4221 -1.6493 -1.0398
C 3.1766 1.3730 -3.3325
C 3.9008 -1.7773 -1.4109
C -5.2132 4.2899 -4.0476
C -5.2001 3.8761 -1.8183
C -6.1683 2.9314 -2.5076
C 2.0974 2.5303 1.9931
C 4.1082 1.0594 -4.4930
C -2.4065 -1.9313 0.2408
C -4.6073 2.2902 2.1650
C -4.5198 1.5621 4.3056
C -4.7366 3.0667 4.2843
C 4.8762 -1.5904 -0.2487
C -0.8205 -2.4572 1.7605
C 1.3380 0.1338 1.4271
C 3.1479 2.0799 3.0114
C 2.0957 -4.7094 0.4826
C -2.3494 -0.8636 1.3196
C 1.3720 -6.0105 -1.2341
C 0.9336 1.5565 1.8421
C 2.1988 -6.1715 0.8728
C 2.0057 0.4082 -3.0454
H -7.1421 2.8697 -2.0310
H 2.5743 2.6608 1.0160
H 4.6243 0.1114 -4.3515
H 2.6813 1.5288 3.8318
H 2.7123 2.3358 -3.5406
H -2.3887 -1.5398 -0.7717
H 4.8618 1.8408 -4.5861
H 0.1624 -0.2834 -1.7845
H 3.5341 1.0258 -5.4182
H 1.7105 3.5100 2.2791
H 3.0045 -4.1468 0.6855
H -5.1947 1.0249 4.9645
H 1.1426 -0.5781 2.2310
H -3.4881 1.2898 4.5306
H 1.1177 0.9515 -3.3770
H 1.2609 -4.1732 0.9224
H -3.3235 -0.5758 1.7044
H 5.7468 -2.2327 -0.3746
H 3.6878 2.9252 3.4333
H 3.2200 -6.5510 0.8075
H 1.8632 -2.3978 -1.6030
H -1.8031 0.0212 0.9922
H -5.7715 3.3422 4.4891
H 5.2132 -0.5631 -0.1474
H 3.8773 1.4049 2.5589
H -5.7544 1.9290 -2.6265
H 0.3720 1.5245 2.7801
H -3.2594 -2.6010 0.3627
H 1.7962 1.1770 -0.8466
H 2.2860 -1.9297 -0.0005
H -4.0714 3.6204 4.9393
H 0.2493 1.9242 1.0727
H 1.7867 -6.3954 1.8521
H -4.5296 3.3876 -1.1214
H 2.4216 0.0886 1.2473
H -5.7117 4.6993 -1.3170
H 4.0452 -2.7773 -1.8269
H 4.1808 -1.0959 -2.2166
*
```

Results
SMILES string = CCCCO[PH2](CCCF)[C@H](I)[C@H](C)I.O=C1OCCO1.O=C1OCCO1.O=C1OCCO1.O=C1OCCO1
Highest occupied orbital energy = -9.0 eV
Energy relative to the best compared isomer or geometry (same formula, charge and spin) = 2.60 kcal per mole
Energy = -78254.690 eV
Orbital gap = 9.1 eV
Maximum force = 0.0130 hartree/bohr
M = 814.31 g/mol


No. 3
# C22H38N3PtSi2

A molecular structure, C22H38N3PtSi2 at a distorted geometry (wB97M-V/def2-TZVPD, OMol25).

The geometry in ORCA input format:
```
! RIJCOSX wB97M-V def2-TZVPD def2/J DEFGRID3
* xyz 1 3
Pt 0.1337 0.6763 0.6589
Si 2.2378 2.4054 2.1871
Si 3.3479 -0.2438 0.5270
N -5.1310 -0.6569 0.0376
N -1.3874 2.8085 -0.9680
N -3.0312 0.1915 -1.7823
C 4.9744 0.1084 1.4776
C 0.7024 3.1550 2.9267
C 3.2405 0.5426 -1.1628
C 2.0143 0.6338 1.5135
C -0.2409 -0.7795 -2.0533
C 0.0311 -1.2996 -3.3035
C -4.4623 0.6439 0.1684
C -3.9972 1.2040 -1.1911
C -0.7057 2.2035 -0.1597
C -1.3968 -3.2028 1.1854
C -0.7493 -3.0104 -1.1704
C -0.1660 -2.6644 -3.5194
C 3.5071 2.3268 3.5096
C -3.6655 -1.1242 -1.9528
C -1.2170 -3.7519 -0.0652
C 3.1276 -2.0986 0.4722
C 2.7217 3.5909 0.8091
C -0.5942 -3.4782 -2.4735
C -4.2939 -1.6203 -0.6361
C -1.0962 -1.8530 1.3860
C -0.6247 -1.6091 -0.9830
C -0.6618 -1.0760 0.3371
H -3.5574 2.1933 -1.1928
H -3.5281 -1.9659 0.0855
H -5.1334 1.4343 0.5337
H 4.1072 -2.6211 0.4140
H 5.3523 1.1552 1.4885
H 2.5390 -2.5184 1.2643
H 0.1574 2.5486 3.5996
H -2.2556 0.1385 -1.1051
H -3.5665 0.5897 0.7525
H 3.7845 3.3542 0.4054
H -0.7579 -4.5394 -2.5291
H 0.0392 -3.1476 -4.4467
H -1.8302 -3.7012 2.0494
H 3.6024 1.3722 3.8788
H -1.4478 -1.3589 2.2809
H -2.5033 0.5131 -2.6093
H 2.6856 -2.2237 -0.5278
H -1.3318 3.7489 -1.1716
H 2.0046 0.0304 2.4202
H 0.2536 -0.6019 -4.1001
H -6.0107 -0.4180 -0.4027
H 2.8533 1.5900 -1.1232
H 2.6957 -0.0286 -1.9401
H -0.0211 3.3530 2.1074
H 3.3755 2.9691 4.4500
H -4.4809 -0.9203 -2.7091
H 4.5178 2.6197 3.2488
H 4.8242 -0.2781 2.4327
H 2.0539 3.4822 -0.0771
H 2.5811 4.6070 1.1636
H -2.9202 -1.9048 -2.3624
H 5.6728 -0.4985 0.9819
H -1.4901 -4.8019 -0.1925
H -4.7861 1.2781 -1.9922
H -0.2626 0.2642 -1.8479
H 4.2115 0.7360 -1.5973
H -4.8344 -2.5619 -0.8731
H 0.7890 4.0908 3.4682
*
```

Results
Highest occupied orbital energy (spin up / spin down) = -10.4 / -11.1 eV
Energy relative to the best compared isomer or geometry (same formula, charge and spin) = 5.00 kcal per mole
Energy = -46894.376 eV
Orbital gap (spin up / spin down) = 7.7 / 6.4 eV
Maximum force = 0.0666 hartree/bohr
M = 595.82 g/mol


No. 4
# C22H38N4O4S2Si4Tc

A molecular structure, C22H38N4O4S2Si4Tc at a distorted geometry (wB97M-V/def2-TZVPD, OMol25).

The geometry in ORCA input format:
```
! RIJCOSX wB97M-V def2-TZVPD def2/J DEFGRID3
* xyz 0 4
Tc -1.0358 -0.8269 0.2643
S -3.0831 0.0591 1.1440
S -2.4817 -2.5083 -0.5806
Si 0.3975 3.8749 1.5909
Si 0.7673 0.7314 3.9966
Si 3.7170 1.2892 1.7651
Si 1.3911 1.7595 1.9252
O 0.6591 0.8544 0.5697
O 0.6058 -4.4172 1.5093
O -0.4588 -2.4511 1.5587
O 2.0889 1.7646 -0.9308
N -1.3152 0.3199 -1.2956
N -1.2456 1.1419 -3.5708
N -0.8096 0.4202 -5.8834
N 0.6937 -1.4931 -0.4157
C 2.2094 -3.3015 -0.7629
C 0.3544 -3.2196 1.0122
C -4.0988 -2.0074 -0.2474
C 1.9501 -0.6821 4.4659
C 2.6111 -1.1630 -1.8275
C -5.1885 -2.8894 -0.7889
C -1.0116 0.7203 -4.7830
C 0.7292 4.6721 -0.0904
C 1.4196 0.6641 -0.5333
C -5.7573 -0.4139 0.7712
C 1.0394 5.0904 2.8963
C 1.0298 2.1644 5.2109
C -1.2650 0.6442 -2.4265
C -4.3565 -0.8792 0.4726
C 1.1075 -2.7473 -0.1347
C 4.4864 1.8543 3.4024
C 4.7689 2.0917 0.3942
C 3.9092 -0.5904 1.5487
C -1.4536 3.5471 1.8019
C -0.9445 0.0295 4.3459
C 2.8940 -2.5015 -1.7026
C 1.5769 -0.6139 -1.0106
H -4.7861 -3.8651 -1.0539
H 3.8977 -0.8492 0.4887
H 1.7028 -1.5868 3.9050
H 0.5196 6.0485 2.8220
H -1.6962 3.3520 2.8498
H -6.3623 -0.3740 -0.1365
H 1.7888 4.9041 -0.2154
H -1.7569 2.6663 1.2294
H 3.1022 -1.1471 2.0310
H -5.9829 -3.0166 -0.0523
H 5.5677 1.7027 3.3927
H 1.8438 -0.9144 5.5280
H 0.8811 1.8409 6.2433
H 5.1177 1.3401 -0.3167
H -5.6277 -2.4491 -1.6877
H 5.6477 2.5770 0.8223
H 4.0810 1.3156 4.2608
H 0.0382 -4.5542 2.2805
H -1.1336 -0.8530 3.7347
H 3.1938 -0.5280 -2.4832
H 0.1662 5.6033 -0.1783
H -2.0639 4.3872 1.4659
H 0.3203 2.9703 5.0116
H -1.7398 0.7477 4.1509
H 2.5106 -4.3159 -0.5479
H 2.9992 -0.4469 4.2824
H -5.7268 0.5755 1.2203
H 2.1057 5.2870 2.7610
H 0.4308 4.0171 -0.9102
H 0.9009 4.7212 3.9138
H 3.7001 -2.9359 -2.2777
H 4.8524 -0.9445 1.9710
H 2.6037 1.5770 -1.7261
H -6.2509 -1.0950 1.4697
H -1.0135 -0.2719 5.3939
H 2.0392 2.5787 5.1357
H 4.2178 2.8513 -0.1619
H 4.3048 2.9195 3.5680
*
```

Results
Highest occupied orbital energy (spin up / spin down) = -6.9 / -7.1 eV
Energy relative to the best compared isomer or geometry (same formula, charge and spin) = 31.88 kcal per mole
Energy = -92962.844 eV
Orbital gap (spin up / spin down) = 6.0 / 5.7 eV
Maximum force = 0.0297 hartree/bohr
M = 697.05 g/mol


No. 5
# C22H38N6O3S4Tl

A molecular structure, C22H38N6O3S4Tl at a distorted geometry (wB97M-V/def2-TZVPD, OMol25).

The geometry in ORCA input format:
```
! RIJCOSX wB97M-V def2-TZVPD def2/J DEFGRID3
* xyz 3 1
Tl 0.2528 0.1033 -0.7078
S -0.2982 -3.3761 -0.9016
S 1.5462 -5.2932 -1.3877
S 2.3030 0.8707 -2.7652
S 1.3490 -3.0697 1.3734
O 1.0640 2.4435 -0.0342
O -0.6917 -0.2445 0.8050
O 1.7933 0.3345 1.2776
N -1.3085 -0.1703 2.9881
N 0.6090 2.9356 -3.0506
N -0.3921 2.2596 -2.4450
N -2.1923 0.7271 -1.3092
N 2.9191 3.6641 0.4397
N 2.5860 3.0372 -4.1882
C 2.7862 1.3240 1.1572
C -1.7497 4.3129 -2.3971
C -3.0971 -0.1843 -0.9875
C -2.5595 1.9651 -1.6572
C -3.9025 2.3274 -1.6164
C -1.4927 2.8528 -2.1817
C -0.4186 -0.0459 2.0087
C -0.9705 -4.5913 -2.0929
C 1.6371 -5.7675 0.3719
C -1.1806 -3.9134 0.6100
C -4.8551 1.3791 -1.2704
C 4.2361 3.7968 1.0564
C -0.9685 -0.0727 4.4045
C -0.1259 -5.8475 -1.9106
C -4.4567 0.0871 -0.9745
C -2.6971 -0.5017 2.6790
C 2.1911 2.5534 0.4764
C 0.9957 0.3267 2.4277
C 1.7753 2.3615 -3.3775
C -0.3579 -3.5023 1.8424
C 2.3984 4.8588 -0.2144
C 2.2041 -4.6717 1.2813
H 2.2583 -5.0653 2.2968
H -2.8032 4.5302 -2.5266
H -0.5228 -6.5209 -1.1540
H -0.7428 -2.5817 2.2774
H 3.4576 2.6143 -4.4676
H 3.2553 1.5819 2.1078
H -4.2249 3.3242 -1.8734
H -2.9426 -1.4953 3.0564
H 1.3471 4.7081 -0.4382
H -1.2392 4.7094 -3.2744
H 3.2137 -4.3964 0.9738
H 1.3752 -0.4240 3.1292
H -2.0339 -4.7629 -1.9318
H 2.5053 5.7205 0.4427
H -0.3793 -0.9318 4.7314
H -5.1742 -0.6835 -0.7343
H -0.0155 -6.4019 -2.8416
H -2.1658 -3.4471 0.5983
H -3.3627 0.2222 3.1472
H 4.1541 4.0438 2.1166
H -1.8868 -0.0611 4.9839
H -0.3483 -4.2821 2.6015
H -0.4199 0.8402 4.6325
H -2.8402 -0.4696 1.6042
H 4.7710 4.6059 0.5660
H 0.6556 -6.1029 0.7009
H -1.4056 4.8669 -1.5201
H -5.9019 1.6491 -1.2461
H 0.9792 1.2997 2.9274
H -1.3177 -4.9927 0.5630
H 3.5351 0.8861 0.4920
H -2.7098 -1.1669 -0.7420
H 4.8256 2.8900 0.9428
H 2.2850 3.8554 -4.6971
H 2.3256 -6.6123 0.4266
H -0.8261 -4.1448 -3.0758
H 0.4380 3.8767 -3.3881
H 2.9502 5.0495 -1.1372
*
```

Results
Highest occupied orbital energy (spin up / spin down) = -14.8 / -16.1 eV
Energy relative to the best compared isomer or geometry (same formula, charge and spin) = 87.27 kcal per mole
Energy = -86521.204 eV
Orbital gap (spin up / spin down) = 4.6 / 7.3 eV
Maximum force = 0.2253 hartree/bohr
M = 767.24 g/mol


No. 6
# C22H38O7

A single C22H38O7 molecule at a distorted geometry (wB97M-V/def2-TZVPD, OMol25).

The geometry in ORCA input format:
```
! RIJCOSX wB97M-V def2-TZVPD def2/J DEFGRID3
* xyz 0 1
O 3.5124 -3.0020 0.1289
O 1.2384 -0.1382 -2.7999
O 1.6171 -1.2345 -0.8581
O 1.0496 -3.8884 -1.2430
O 3.4056 -1.5094 1.7968
O -1.6164 -0.4638 -2.1845
O -1.6025 -2.0306 0.4767
C 4.9234 -1.1383 -0.0548
C 1.1106 -3.4218 0.0710
C -0.5887 -1.5944 -0.2782
C -3.2037 0.9888 1.5843
C -0.6923 3.0180 -0.5865
C 0.8277 -1.8916 0.1182
C -0.5719 -0.9167 -1.4394
C 2.4625 -3.7515 0.7248
C 3.2077 3.0560 -0.4460
C 3.8745 -1.8591 0.7466
C 1.7962 2.4734 -0.4715
C -6.2379 -1.0367 0.1778
C 0.7253 3.5588 -0.3956
C 4.2848 1.9737 -0.5432
C 5.4876 0.0800 0.6749
C -1.1990 2.1896 0.5927
C 0.8214 -0.6978 -1.8181
C -6.3498 -2.2687 -0.7125
C -2.6385 1.7283 0.3727
C 4.4867 1.2323 0.7767
C -4.6516 0.5363 1.3802
C -4.7808 -0.6808 0.4660
H 5.2329 2.4335 -0.8344
H 1.0793 -1.5018 1.1104
H -3.2643 2.6010 0.1697
H 5.7778 -0.2256 1.6820
H -5.8920 -3.1310 -0.2319
H 1.6696 1.9131 -1.3996
H 4.4553 -0.8451 -0.9966
H 2.6947 -4.8048 0.5519
H -2.6743 1.0887 -0.5103
H -2.4421 -1.7617 0.0715
H 0.7916 4.0729 0.5663
H 1.7999 -3.5164 -1.7276
H -0.5594 1.3165 0.7378
H -0.7218 2.4120 -1.4952
H 2.4253 -3.5393 1.7981
H -5.2273 1.3652 0.9621
H 0.3116 -3.9290 0.6207
H 5.7130 -1.8537 -0.2934
H 3.3147 3.7418 -1.2901
H -3.1640 1.6593 2.4461
H -1.3727 3.8609 -0.7329
H 0.9230 4.2965 -1.1776
H -6.7586 -1.2200 1.1203
H 3.5378 0.8367 1.1349
H -1.1470 2.7927 1.5024
H -7.3924 -2.5030 -0.9131
H -4.2775 -0.4840 -0.4837
H 6.3838 0.4223 0.1532
H -5.8479 -2.0995 -1.6629
H 4.8489 1.9439 1.5223
H 3.3520 3.6344 0.4698
H -1.2439 -0.0259 -2.9633
H -6.7260 -0.1906 -0.3106
H -2.5786 0.1235 1.8172
H 3.9996 1.2749 -1.3315
H -4.3032 -1.5377 0.9498
H -5.0895 0.2895 2.3502
H 1.6736 1.7790 0.3608
*
```

Results
SMILES string = CCCCCCCCCCCCCCCC(=O)OC[C@H](O)[C@H]1OC(=O)C(O)=C1O
Highest occupied orbital energy = -9.0 eV
Energy relative to the best compared isomer or geometry (same formula, charge and spin) = 0.00 kcal per mole
Energy = -37764.379 eV
Orbital gap = 9.7 eV
Maximum force = 0.0197 hartree/bohr
M = 414.54 g/mol